{"formula": "C16H30N2Pd", "method": "the ωB97M-V functional and the def2-TZVPD basis", "total_charge": 2, "homo_lumo_gap_ev": 7.98, "lumo_energy_ha": -0.2769, "de_lowest_ev": 0.000, "e_homo_ev": -15.52, "species": ["Pd", "C", "C", "C", "C", "C", "C", "C", "C", "C", "C", "C", "C", "H", "H", "H", "H", "H", "H", "H", "H", "H", "H", "H", "H", "H", "H", "H", "H", "H", "H", "N", "C", "C", "C", "C", "N", "H", "H", "H", "H", "H", "H", "H", "H", "H", "H", "H", "H"], "xyz": [[-0.411, -0.335, 0.189], [0.538, 2.764, -1.221], [0.689, 1.750, -0.124], [-0.235, 1.738, 0.988], [-1.388, 2.703, 1.000], [0.059, 1.014, 2.191], [-0.651, 1.348, 3.474], [0.983, -0.027, 2.112], [1.248, -0.920, 3.289], [1.700, -0.215, 0.869], [2.657, -1.366, 0.729], [1.717, 0.807, -0.141], [2.779, 0.808, -1.205], [0.934, 3.727, -0.889], [-0.502, 2.927, -1.492], [1.071, 2.472, -2.121], [-1.045, 3.683, 1.343], [-2.176, 2.381, 1.678], [-1.813, 2.856, 0.010], [-1.574, 0.779, 3.600], [-0.902, 2.405, 3.515], [-0.012, 1.133, 4.327], [2.112, -0.543, 3.842], [1.481, -1.940, 2.999], [0.402, -0.954, 3.969], [3.617, -1.106, 1.185], [2.847, -1.605, -0.314], [2.310, -2.263, 1.236], [2.478, 0.249, -2.095], [3.704, 0.373, -0.836], [3.002, 1.825, -1.516], [-2.390, -0.178, -0.505], [-2.631, -0.211, -1.980], [-2.140, -1.482, -2.656], [-0.612, -1.639, -2.730], [-0.007, -2.638, -1.758], [-0.388, -2.360, -0.339], [-2.954, -0.900, -0.060], [-2.761, 0.697, -0.142], [-2.126, 0.659, -2.404], [-3.701, -0.089, -2.150], [-2.547, -1.455, -3.666], [-2.606, -2.360, -2.192], [-0.131, -0.663, -2.598], [-0.329, -1.975, -3.728], [1.080, -2.606, -1.812], [-0.319, -3.654, -2.006], [0.247, -2.859, 0.279], [-1.305, -2.756, -0.146]], "atomic_forces_ev_per_a": [[-0.082, -0.093, -0.023], [-0.005, -0.005, -0.004], [-0.021, 0.011, 0.022], [0.022, 0.053, -0.002], [0.007, 0.002, -0.009], [-0.002, 0.039, -0.002], [-0.006, -0.009, -0.006], [0.018, 0.004, -0.024], [-0.014, -0.005, -0.002], [0.064, 0.010, 0.002], [0.004, 0.010, 0.012], [0.030, -0.007, 0.011], [-0.007, -0.004, 0.000], [0.000, 0.001, -0.004], [-0.001, -0.001, 0.000], [0.002, 0.003, 0.001], [-0.004, -0.001, 0.005], [0.000, 0.002, 0.002], [-0.002, -0.005, 0.000], [0.002, -0.003, 0.000], [0.000, -0.001, 0.003], [-0.001, 0.000, 0.001], [-0.001, -0.001, 0.003], [0.002, 0.001, -0.001], [0.002, 0.001, 0.001], [0.000, -0.001, 0.000], [0.004, 0.000, 0.004], [-0.004, -0.001, -0.006], [-0.004, -0.001, -0.001], [0.002, 0.003, -0.001], [0.001, -0.001, -0.002], [0.043, 0.016, 0.095], [0.025, -0.006, -0.009], [-0.004, 0.009, 0.041], [0.044, -0.015, -0.027], [-0.056, 0.015, -0.010], [0.009, 0.070, 0.062], [-0.023, -0.008, -0.044], [-0.031, -0.010, -0.006], [0.003, -0.010, -0.010], [-0.002, -0.005, -0.002], [0.016, -0.011, -0.007], [-0.011, 0.013, 0.009], [-0.004, 0.000, 0.012], [-0.006, 0.009, -0.003], [-0.001, 0.007, -0.020], [0.007, -0.006, 0.006], [-0.015, -0.049, -0.021], [-0.001, -0.018, -0.045]]}

=====

{"formula": "C16H30N3O9P", "method": "the ωB97M-V functional and the def2-TZVPD basis", "smiles": "C=CC(=O)[C@H](C)N[C@H](O)[C@H](O)COP(=O)(O)O.CNC(=O)[C@@H]1CCCN1C(C)=O", "homo_lumo_gap_ev": 8.83, "lumo_energy_ha": -0.0064, "e_homo_ev": -9.00, "species": ["C", "C", "C", "O", "C", "C", "N", "C", "O", "C", "O", "C", "O", "P", "O", "O", "O", "H", "H", "H", "H", "H", "H", "H", "H", "H", "H", "H", "H", "H", "H", "H", "H", "C", "N", "C", "O", "C", "C", "C", "C", "N", "C", "C", "O", "H", "H", "H", "H", "H", "H", "H", "H", "H", "H", "H", "H", "H", "H"], "xyz": [[0.266, -0.451, 6.041], [0.416, -0.992, 4.780], [0.013, -2.359, 4.426], [-0.700, -2.986, 5.205], [0.346, -2.928, 3.021], [0.304, -4.462, 3.002], [1.669, -2.479, 2.508], [1.757, -2.091, 1.103], [1.989, -3.315, 0.447], [2.954, -1.168, 0.797], [4.199, -1.887, 0.962], [2.953, 0.087, 1.691], [1.972, 1.052, 1.268], [2.501, 2.200, 0.239], [1.911, 2.059, -1.100], [2.179, 3.598, 0.894], [4.048, 2.155, -0.030], [0.579, 0.564, 6.263], [-0.178, -1.024, 6.851], [0.864, -0.388, 4.000], [-0.440, -2.558, 2.355], [1.048, -4.873, 3.690], [-0.685, -4.821, 3.304], [0.508, -4.842, 1.997], [2.409, -3.139, 2.744], [0.827, -1.617, 0.769], [2.943, -3.493, 0.537], [2.876, -0.855, -0.249], [4.955, -1.367, 0.632], [3.961, 0.512, 1.711], [2.741, -0.200, 2.725], [2.568, 3.520, 1.770], [4.065, 2.685, -0.840], [-2.661, 4.515, -3.739], [-2.368, 3.169, -3.244], [-3.134, 2.470, -2.393], [-4.186, 2.904, -1.932], [-2.675, 1.052, -2.023], [-1.786, 1.090, -0.771], [-0.812, -0.066, -0.983], [-0.587, -0.025, -2.490], [-1.868, 0.378, -3.050], [-2.272, 0.005, -4.281], [-3.694, 0.306, -4.727], [-1.531, -0.574, -5.067], [-1.872, 5.202, -3.429], [-3.613, 4.872, -3.341], [-2.719, 4.503, -4.829], [-1.517, 2.726, -3.559], [-3.555, 0.443, -1.809], [-2.371, 0.962, 0.140], [-1.225, 2.026, -0.732], [-1.288, -1.007, -0.705], [0.114, 0.079, -0.432], [0.171, 0.721, -2.736], [-0.277, -1.007, -2.850], [-3.809, 1.374, -4.893], [-4.402, -0.035, -3.974], [-3.884, -0.222, -5.661]], "atomic_forces_ev_per_a": [[0.116, -1.210, -2.203], [0.330, 1.750, 2.080], [-1.357, -0.846, 0.644], [0.870, 0.173, -0.926], [1.241, -0.532, -0.124], [-0.615, -0.032, 0.119], [-0.865, 1.830, 0.945], [1.274, -1.683, 1.378], [0.061, -0.204, -1.703], [0.319, 0.834, 0.039], [-0.515, 0.235, 0.268], [0.633, -0.858, 0.519], [1.668, 1.352, -0.472], [-2.834, -1.331, -2.526], [-0.813, 0.259, 0.378], [0.148, -0.553, 0.588], [1.254, -0.173, 1.408], [-0.036, -0.116, -0.164], [0.108, -0.024, -0.215], [0.034, 0.004, 0.007], [0.073, 0.195, -0.008], [-0.093, 0.046, -0.009], [0.229, -0.002, 0.103], [0.034, 0.235, 0.133], [-0.389, 0.231, -0.163], [0.204, -0.229, 0.043], [-0.395, 0.072, -0.212], [-0.133, 0.005, -0.007], [-0.729, -0.236, 0.109], [-0.122, 0.099, -0.221], [-0.261, 0.026, -0.209], [-0.073, 0.796, 0.718], [0.563, -0.156, -0.318], [-0.004, -0.247, 0.234], [0.608, 0.149, -0.350], [-1.454, -0.080, 0.233], [0.486, -0.166, -0.011], [-0.146, 0.114, -0.373], [0.172, -0.220, 0.117], [-0.257, 0.334, -0.322], [0.684, -0.463, 0.025], [-0.007, 0.360, 1.040], [-0.266, -0.509, -1.321], [0.205, -0.037, 0.401], [0.287, 0.073, 0.432], [-0.055, 0.016, -0.044], [0.190, -0.289, 0.040], [0.016, 0.017, 0.041], [-0.105, 0.058, -0.039], [-0.254, 0.314, -0.062], [-0.020, 0.278, -0.094], [-0.071, 0.039, 0.072], [0.072, -0.092, 0.052], [0.009, -0.059, -0.004], [0.221, -0.124, 0.001], [-0.040, 0.240, -0.342], [-0.182, 0.102, 0.100], [-0.197, 0.191, 0.046], [0.176, 0.043, 0.132]]}

=====

{"formula": "C16H30O3P2Pd", "method": "the ωB97M-V functional and the def2-TZVPD basis", "spin_multiplicity": 3, "total_charge": 2, "s2": 2.007, "homo_lumo_gap_ev": [9.34, 6.74], "lumo_energy_ha": [-0.1902, -0.3199], "e_homo_ev": [-14.51, -15.44], "species": ["Pd", "C", "O", "C", "C", "O", "C", "C", "O", "C", "H", "H", "H", "H", "H", "H", "H", "H", "H", "H", "H", "H", "H", "H", "C", "P", "C", "C", "C", "C", "C", "C", "C", "P", "C", "C", "H", "H", "H", "H", "H", "H", "H", "H", "H", "H", "H", "H", "H", "H", "H", "H"], "xyz": [[0.016, -0.208, -0.653], [-1.979, 0.008, -3.521], [-0.729, -0.407, -2.980], [-0.035, -1.360, -3.782], [1.377, -1.534, -3.207], [1.420, -1.760, -1.801], [1.124, -3.072, -1.338], [-0.359, -3.271, -1.009], [-0.742, -2.335, -0.002], [-2.128, -2.417, 0.305], [-1.844, 0.537, -4.469], [-2.647, -0.844, -3.681], [-2.421, 0.690, -2.793], [-0.580, -2.315, -3.801], [0.051, -0.997, -4.815], [1.886, -2.349, -3.733], [1.942, -0.605, -3.342], [1.441, -3.816, -2.076], [1.711, -3.191, -0.422], [-0.983, -3.134, -1.902], [-0.515, -4.290, -0.631], [-2.399, -3.446, 0.565], [-2.297, -1.777, 1.169], [-2.748, -2.094, -0.541], [3.544, -0.113, 1.263], [1.887, 0.474, 0.765], [2.319, 1.993, -0.188], [1.021, 1.015, 2.282], [1.671, 1.065, 3.513], [0.989, 1.463, 4.652], [-0.355, 1.792, 4.587], [-1.015, 1.739, 3.371], [-0.343, 1.351, 2.218], [-1.194, 1.433, 0.602], [-2.994, 1.298, 0.898], [-1.058, 3.226, 0.248], [4.130, 0.751, 1.581], [4.036, -0.567, 0.402], [3.484, -0.847, 2.064], [2.451, 2.839, 0.486], [1.550, 2.221, -0.932], [3.257, 1.816, -0.715], [2.716, 0.807, 3.588], [1.512, 1.524, 5.593], [-0.891, 2.098, 5.472], [-2.058, 2.005, 3.311], [-3.374, 2.197, 1.383], [-3.228, 0.431, 1.511], [-3.494, 1.198, -0.066], [-1.485, 3.764, 1.095], [-1.612, 3.470, -0.656], [-0.028, 3.546, 0.130]], "atomic_forces_ev_per_a": [[0.429, -0.444, -0.346], [-0.326, 0.162, -0.113], [0.317, -0.110, 0.314], [0.351, -0.218, 0.157], [-0.185, 0.323, -0.585], [-0.472, 0.402, 0.215], [-0.413, -0.386, 0.471], [0.447, -0.236, -0.465], [0.502, 0.646, -0.128], [-0.522, -0.100, 0.195], [0.084, -0.077, 0.092], [0.083, 0.022, 0.060], [-0.018, -0.072, -0.101], [0.013, 0.219, -0.022], [0.009, -0.038, 0.129], [-0.012, 0.132, 0.054], [-0.083, -0.205, -0.113], [-0.007, 0.048, 0.098], [-0.075, -0.113, -0.170], [0.029, -0.004, 0.187], [0.049, 0.162, -0.034], [0.098, 0.137, -0.011], [-0.036, -0.049, -0.049], [0.133, -0.002, 0.080], [-0.333, -0.309, -0.141], [-0.148, 0.739, 0.357], [-0.121, -0.312, -0.052], [-0.029, -0.233, -0.188], [-0.010, 0.076, -0.191], [-0.065, 0.042, 0.058], [0.068, 0.000, -0.047], [0.061, -0.038, -0.180], [-0.045, -0.077, -0.193], [-0.059, 0.465, 0.752], [0.233, -0.259, -0.115], [0.041, -0.283, -0.353], [-0.051, -0.010, 0.047], [-0.045, 0.026, 0.017], [0.003, -0.008, -0.018], [-0.041, 0.005, 0.004], [0.097, 0.120, 0.079], [-0.024, -0.028, -0.030], [0.100, -0.022, 0.042], [0.063, -0.050, 0.111], [-0.005, 0.009, 0.096], [-0.163, 0.046, 0.105], [0.105, -0.014, 0.006], [-0.024, -0.052, -0.010], [-0.023, -0.014, 0.012], [-0.049, -0.069, -0.001], [-0.037, 0.076, -0.048], [0.106, -0.024, -0.033]]}

=====

How do the records compare in E? In the order shown, they have -23525.3117 -49267.6748 -45262.9417 eV.